Record 1
# C7H7N3O

A structure of composition C7H7N3O at a distorted geometry (ωB97M-V with the def2-TZVPD basis set, the OMol25 dataset).

The geometry in XYZ format:
```
18
C7H7N3O | the OMol25 dataset | ωB97M-V with the def2-TZVPD basis set
C -3.1127 -0.5379 -0.0954
C -1.6868 -0.5412 -0.0204
C 0.3902 -0.7952 0.2532
C 1.6159 -1.3445 0.2386
C 2.5742 0.7613 -0.2024
C 1.3867 1.3958 -0.0673
C -1.0834 0.7820 0.0567
H -3.5810 -1.5495 -0.8643
H -3.3946 -0.6758 1.1076
H -3.8894 0.6360 -0.4247
H 1.5221 -2.5270 -0.0895
H 3.6444 -0.8496 -0.8366
H 3.4559 1.3772 0.0384
H 1.5295 2.3661 -0.0417
N -0.8250 -1.5919 -0.1683
N 2.6373 -0.5811 0.0733
N 0.2306 0.5536 0.0264
O -1.7616 1.7795 0.0766
```

As for the LUMO energy: -0.49 eV. The total energy comes out at -510.17550 hartree. The frontier orbital gap comes out at 6.754 eV. The largest force on an atom comes out at 0.216 Eh/bohr. The calculation puts the relative energy (zero: lowest compared OMol25 entry of this formula, charge and spin) at 193.75 kcal per mole.

=====

Record 2
# C7H7N3O4S

The molecule C7H7N3O4S at a distorted geometry (ωB97M-V with the def2-TZVPD basis set, the OMol25 dataset).

The geometry in XYZ format:
```
22
C7H7N3O4S | the OMol25 dataset | ωB97M-V with the def2-TZVPD basis set
C 3.1637 -1.1993 -0.5890
C 1.8236 -1.2838 -1.1679
C -0.4661 2.3202 0.0121
C 3.0394 -0.3667 0.4985
C -1.5599 3.1058 -0.0143
C -0.9311 0.9545 -0.2369
C 1.0543 -0.4090 -0.3674
N -2.2635 0.9930 -0.3266
N -2.4348 -1.2061 1.1433
N -0.2941 -0.1915 -0.5129
O -1.9674 -2.3691 -0.9859
O -0.3420 -2.6462 0.8986
O 1.8258 0.1015 0.6340
O -2.6598 2.3200 -0.0771
S -1.2975 -1.8911 0.1739
H 3.9499 -1.6217 -1.2764
H 1.4481 -1.9830 -1.8249
H 0.6073 2.6747 -0.0511
H 3.7734 -0.0851 1.2721
H -1.6483 4.1745 0.2489
H -2.9725 -0.4608 0.6342
H -1.8484 -0.9306 1.9147
```

As for the LUMO energy: -0.06 eV. The total energy comes out at -1134.20796 hartree. The frontier orbital gap comes out at 8.234 eV. As for the SMILES: NS(=O)(=O)N(c1ccon1)c1ccco1. The largest force on an atom comes out at 0.103 Eh/bohr. The calculation puts the relative energy (zero: lowest compared OMol25 entry of this formula, charge and spin) at 0.00 kcal per mole.

=====

Record 3
# C7H7N4

The ion C7H7N4 with charge +1 at a distorted geometry (ωB97M-V with the def2-TZVPD basis set, the OMol25 dataset).

The geometry in XYZ format:
```
18
C7H7N4 | the OMol25 dataset | ωB97M-V with the def2-TZVPD basis set
C 1.8485 0.7141 -1.3741
C 0.8924 1.9977 -0.4141
C -2.1408 0.7324 1.9333
C -1.4338 -0.2091 1.2652
C -1.7864 2.1053 1.7453
C -0.3640 0.1893 0.4023
C 1.8111 -1.5979 -1.7619
N -0.8254 2.4989 0.9914
N 0.2917 -0.6987 -0.2550
N -0.0906 1.5854 0.3181
N 1.2890 -0.4270 -1.0887
H 1.1613 3.0321 -0.5203
H -2.9523 0.4708 2.5930
H -1.6297 -1.2664 1.3309
H -2.3314 2.8939 2.2445
H 2.6975 -1.3145 -2.3266
H 1.0519 -1.9922 -2.4403
H 2.0533 -2.3665 -1.0294
```

As for the LUMO energy: -5.90 eV. The total energy comes out at -489.51831 hartree. As for the charge: +1. The frontier orbital gap comes out at 7.863 eV. As for the SMILES: C[N+]1=C=CN2N=CC=CC2=N1. The largest force on an atom comes out at 0.099 Eh/bohr. The calculation puts the relative energy (zero: lowest compared OMol25 entry of this formula, charge and spin) at 137.73 kcal per mole.

=====

Record 4
# C7H7N4ReSTe4

A structure of composition C7H7N4ReSTe4 (ωB97M-V with the def2-TZVPD basis set, the OMol25 dataset).

The geometry in XYZ format:
```
24
C7H7N4ReSTe4 | the OMol25 dataset | ωB97M-V with the def2-TZVPD basis set
Re 0.0805 -0.5502 0.7804
N 0.7065 -3.6399 -2.2574
C 0.7777 -2.5992 -1.4264
S -0.7705 -2.0880 -0.6890
N 1.9260 -2.0202 -1.2277
N 1.8123 -0.9723 -0.3488
C 2.8007 -0.1595 -0.2648
C 2.6266 0.9947 0.6013
C 3.6194 1.9318 0.8088
C 3.3692 3.0000 1.6562
C 2.1285 3.0958 2.2613
C 1.1720 2.1295 2.0031
N 1.4075 1.0928 1.1891
H -0.1698 -4.0949 -2.4395
H 1.5385 -3.9608 -2.7250
H 3.6961 -0.3186 -0.8541
H 4.5732 1.8184 0.3127
H 4.1319 3.7444 1.8379
H 1.8881 3.9100 2.9295
H 0.1922 2.1729 2.4547
Te 0.8619 -1.5742 2.9864
Te -0.1806 -0.0893 5.0671
Te -2.5824 0.4906 4.0971
Te -2.1896 0.2250 1.4771
```

As for the LUMO energy (spin up / spin down): -5.45 / -5.23 eV. Its spin multiplicity is 2. The total energy comes out at -2038.34369 hartree. As for the charge: +1. The frontier orbital gap (spin up / spin down) comes out at 5.040 / 5.284 eV. The largest force on an atom comes out at 0.010 Eh/bohr. The calculation puts the relative energy (zero: lowest compared OMol25 entry of this formula, charge and spin) at 0.00 kcal per mole.

=====

Record 5
# C7H7NO

The molecule C7H7NO at a distorted geometry (ωB97M-V with the def2-TZVPD basis set, the OMol25 dataset).

The geometry in XYZ format:
```
16
C7H7NO | the OMol25 dataset | ωB97M-V with the def2-TZVPD basis set
C 1.8574 -1.1742 0.0663
C 0.7529 -0.2524 -0.0716
C 0.8677 1.1045 -0.1755
C -0.3662 1.8716 -0.0148
C -1.3987 0.7327 0.0161
C -1.6179 -1.3987 -0.0978
C -0.6455 -0.4804 -0.1103
H 2.8182 -0.6042 -0.1100
H 1.9363 -1.9361 -0.7494
H 1.8831 -1.6681 0.9768
H 1.8034 1.6126 -0.0509
H -0.3270 2.2273 1.0954
H -0.4690 2.7124 -0.6705
H -1.6097 -2.5133 -0.0826
N -2.7095 0.5751 -0.0274
O -2.7757 -0.8090 0.0061
```

As for the LUMO energy: 0.83 eV. The total energy comes out at -400.83167 hartree. The frontier orbital gap comes out at 9.306 eV. As for the SMILES: CC1=CCc2nocc21. The largest force on an atom comes out at 0.077 Eh/bohr. The calculation puts the relative energy (zero: lowest compared OMol25 entry of this formula, charge and spin) at 49.65 kcal per mole.

=====

Record 6
# C7H7NO2

The molecule C7H7NO2 at a distorted geometry (ωB97M-V with the def2-TZVPD basis set, the OMol25 dataset).

The geometry in XYZ format:
```
17
C7H7NO2 | the OMol25 dataset | ωB97M-V with the def2-TZVPD basis set
C -1.5849 -0.7000 -1.5403
C -1.2847 -1.7019 -0.5969
C -1.1283 0.5437 -1.4698
C -0.4651 -1.3300 0.3883
C 0.9464 0.0958 1.5669
C 2.0960 0.7455 1.2355
C -0.2924 0.9840 -0.3835
N 0.0568 -0.1300 0.4531
O 2.2567 1.4317 0.0924
O -0.1636 2.1473 -0.0899
H -2.3035 -0.9398 -2.2345
H -1.5888 -2.7295 -0.9257
H -1.3300 1.3654 -2.1432
H -0.1366 -2.0906 1.1740
H 0.7428 -0.4880 2.4413
H 2.8218 0.9410 2.0272
H 1.3573 1.8556 0.0050
```

As for the LUMO energy (spin up / spin down): 0.85 / -2.88 eV. Its spin multiplicity is 3. The total energy comes out at -475.98643 hartree. The frontier orbital gap (spin up / spin down) comes out at 6.086 / 6.104 eV. The largest force on an atom comes out at 0.114 Eh/bohr. The calculation puts the relative energy (zero: lowest compared OMol25 entry of this formula, charge and spin) at 4.64 kcal per mole.

=====

Record 7
# C7H7NO2S

The molecule C7H7NO2S at a distorted geometry (ωB97M-V with the def2-TZVPD basis set, the OMol25 dataset).

The geometry in XYZ format:
```
18
C7H7NO2S | the OMol25 dataset | ωB97M-V with the def2-TZVPD basis set
C 2.6802 1.8216 -1.5003
C 2.7192 1.0235 -0.5867
C -1.3583 0.5132 -0.6974
C -1.9421 -0.7853 -0.6072
C -0.0763 0.7176 -0.3672
C -1.3535 -1.8907 -0.1483
C 2.3475 0.3403 0.5566
N 0.6198 -0.1912 0.3894
O 0.4792 -2.0458 1.8212
O 1.2432 -2.4041 -0.4941
S 0.2615 -1.8115 0.4112
H 2.7968 2.3133 -2.4123
H -1.8670 1.4536 -1.0351
H -2.9631 -0.8661 -0.9768
H 0.3690 1.7492 -0.5747
H -1.8390 -2.9483 -0.1597
H 2.1743 0.9269 1.3634
H 2.7443 -0.6323 0.8945
```

As for the LUMO energy: -0.17 eV. The total energy comes out at -874.16331 hartree. The frontier orbital gap comes out at 8.307 eV. As for the SMILES: C#CCN1C=CC=CS1(=O)=O. The largest force on an atom comes out at 0.113 Eh/bohr. The calculation puts the relative energy (zero: lowest compared OMol25 entry of this formula, charge and spin) at 92.00 kcal per mole.

=====

Record 8
# C7H7NO3

The molecule C7H7NO3 at a distorted geometry (ωB97M-V with the def2-TZVPD basis set, the OMol25 dataset).

The geometry in XYZ format:
```
18
C7H7NO3 | the OMol25 dataset | ωB97M-V with the def2-TZVPD basis set
C -1.9207 0.3978 -0.0844
C -1.6216 -0.7069 -0.8812
C -1.0038 1.3094 0.3795
C -0.4033 -1.2740 -0.9738
C 0.6584 -0.7572 1.3967
C 0.2604 1.4276 -0.3863
C 0.7876 -0.7612 -0.2034
N 1.8815 -0.6849 -0.8328
O -0.2026 -1.3365 1.8966
O 3.0043 -0.1933 -0.1618
O 1.2602 2.0181 0.0085
H -2.9375 0.4037 0.4226
H -2.5294 -1.2522 -1.2471
H -1.1303 1.8002 1.3400
H -0.2556 -2.0822 -1.6052
H 1.4359 -0.1819 2.0020
H 0.0606 1.2393 -1.3478
H 2.6559 0.6342 0.2780
```

As for the LUMO energy: -1.00 eV. The total energy comes out at -551.22730 hartree. The frontier orbital gap comes out at 8.263 eV. As for the SMILES: O=C\C=C/C=C\C(C=O)=N\O. The largest force on an atom comes out at 0.099 Eh/bohr. The calculation puts the relative energy (zero: lowest compared OMol25 entry of this formula, charge and spin) at 136.92 kcal per mole.

=====

Record 9
# C7H7NO5ReSSbSe4

A structure of composition C7H7NO5ReSSbSe4 at a distorted geometry (ωB97M-V with the def2-TZVPD basis set, the OMol25 dataset).

The geometry in XYZ format:
```
27
C7H7NO5ReSSbSe4 | the OMol25 dataset | ωB97M-V with the def2-TZVPD basis set
Re 0.5469 -0.4138 -0.5489
O 0.3650 3.2152 -0.3944
C -0.1660 2.1457 -0.1185
O 0.3849 1.1707 0.4562
C -1.6528 1.9009 -0.3479
C -2.6412 2.8403 -0.1045
C -3.9505 2.3890 -0.0527
C -4.2391 1.0392 -0.2363
C -3.2002 0.1749 -0.5236
N -1.9602 0.6397 -0.5818
H -2.3680 3.8684 0.0764
H -4.7385 3.0979 0.1582
H -5.2388 0.6478 -0.1520
H -3.2715 -0.9107 -0.6637
Se -3.1935 -3.5521 2.9204
Sb -2.4608 -3.1932 0.6832
Se -0.7648 -1.9363 -0.0547
Se 1.2922 -2.3218 -0.9729
Se -4.0262 -4.4349 -0.6327
C 2.9510 2.1357 -1.5492
S 2.1053 0.5944 -1.4784
O 2.7013 -0.3193 -2.4409
O 0.6963 0.7848 -1.8097
O 2.2352 0.0454 -0.1427
H 3.1501 2.2711 -2.6089
H 3.8682 2.0244 -0.9711
H 2.3119 2.9253 -1.1539
```

As for the LUMO energy (spin up / spin down): 1.94 / 1.32 eV. Its spin multiplicity is 2. The total energy comes out at -11024.00304 hartree. As for the charge: -1. The frontier orbital gap (spin up / spin down) comes out at 5.645 / 5.455 eV. The largest force on an atom comes out at 0.300 Eh/bohr.

=====

Record 10
# C7H7O4

A structure of composition C7H7O4 at a distorted geometry (ωB97M-V with the def2-TZVPD basis set, the OMol25 dataset).

The geometry in XYZ format:
```
18
C7H7O4 | the OMol25 dataset | ωB97M-V with the def2-TZVPD basis set
C 0.9667 0.5195 0.2833
C -0.2326 1.1885 0.1711
C 1.0051 -0.9203 0.3326
C -1.2480 -1.0982 -1.1099
C -0.3583 -1.5664 0.1001
C -1.6783 -0.1134 -0.0228
C 2.2998 1.3026 0.3429
O -0.7111 2.3203 0.1766
O 1.9449 -1.6629 0.6520
O -1.2939 -0.9823 1.0182
O -2.9161 0.4424 -0.0454
H -0.7749 -1.0466 -2.1151
H -1.9735 -1.8659 -1.2483
H -0.2413 -2.6040 0.3465
H 2.5645 1.7818 1.2951
H 2.3741 2.1483 -0.3716
H 3.1015 0.8111 -0.0881
H -2.8286 1.3454 0.2825
```

As for the LUMO energy: 3.85 eV. The total energy comes out at -571.87045 hartree. As for the charge: -1. The frontier orbital gap comes out at 7.292 eV. The largest force on an atom comes out at 0.095 Eh/bohr. The calculation puts the relative energy (zero: lowest compared OMol25 entry of this formula, charge and spin) at 12.98 kcal per mole.

=====

Record 11
# C7H7O5RuS

A structure of composition C7H7O5RuS at a distorted geometry (ωB97M-V with the def2-TZVPD basis set, the OMol25 dataset).

The geometry in XYZ format:
```
21
C7H7O5RuS | the OMol25 dataset | ωB97M-V with the def2-TZVPD basis set
O 4.9958 -1.4467 -2.8396
C 3.9983 -1.0137 -2.5091
Ru 0.8546 -0.0734 -1.2000
O 1.7920 -1.9915 1.0583
C 1.4856 -1.3091 0.2022
C -0.1863 1.1548 -2.0183
O -0.8714 1.9088 -2.5263
C 0.1192 -1.7148 -2.0306
O -0.3059 -2.7258 -2.4047
C 1.8302 1.2911 -0.0626
O 2.4127 1.8764 0.7563
H 2.1020 -0.2068 -2.2445
C -3.1427 0.2940 1.1594
S -1.6359 -0.7892 1.3362
C -0.8981 0.5969 2.3841
H -3.5625 0.1876 0.1328
H -2.8184 1.3746 1.2156
H -3.9853 0.0739 1.8214
H -1.4223 0.7177 3.3201
H 0.0932 0.2878 2.6218
H -0.8548 1.5075 1.8276
```

As for the LUMO energy (spin up / spin down): -7.60 / -12.20 eV. Its spin multiplicity is 6. The total energy comes out at -1139.22422 hartree. As for the charge: +2. The frontier orbital gap (spin up / spin down) comes out at 6.280 / 6.789 eV. The largest force on an atom comes out at 0.176 Eh/bohr.

=====

Record 12
# C7H8

The molecule C7H8 at a distorted geometry (ωB97M-V with the def2-TZVPD basis set, the OMol25 dataset).

The geometry in XYZ format:
```
15
C7H8 | the OMol25 dataset | ωB97M-V with the def2-TZVPD basis set
C -0.7154 1.2375 -0.1334
C 0.2823 0.2886 -0.2630
C -2.0948 0.6400 0.0602
C -0.4485 -0.9803 -0.2479
C -1.8171 -0.8012 -0.0597
C 1.7714 0.7344 -0.3784
C 2.6363 -0.2778 0.1302
H -0.5363 2.3028 -0.2255
H -2.5749 1.1592 0.9556
H -2.8379 0.8012 -0.6818
H 0.1129 -1.9806 -0.2516
H -2.5546 -1.6732 -0.1235
H 2.4027 -1.3267 0.0216
H 2.7433 -0.1150 1.2701
H 3.6305 -0.0088 -0.0728
```

As for the LUMO energy: -0.29 eV. The total energy comes out at -271.33182 hartree. The frontier orbital gap comes out at 7.922 eV. The largest force on an atom comes out at 0.079 Eh/bohr. The calculation puts the relative energy (zero: lowest compared OMol25 entry of this formula, charge and spin) at 125.27 kcal per mole.